Record 1
DFT (ωB97M-V/def2-TZVPD) results for a 14-piece molecular cluster, C41H112N2O23 overall.

HOMO (alpha / beta)	-0.060 / -6.906	eV
expectation value of S²	0.750
net charge	-1
spin multiplicity	2
gap between HOMO and LUMO (alpha / beta)	2.052 / 8.887	eV

Geometry (Å):
H (-2.216, -4.325, 1.758)
H (-4.925, -1.203, 2.079)
H (-0.214, -3.290, -2.203)
O (-3.080, 1.994, -0.242)
H (-2.816, -0.155, 1.894)
O (2.725, 1.902, 2.562)
C (-0.857, 5.952, -3.047)
H (1.421, -8.990, -2.955)
H (5.867, -0.561, -0.268)
H (2.166, 4.017, -3.657)
H (-2.620, -3.226, -0.495)
H (3.317, 3.267, 5.537)
H (3.424, -0.608, 1.100)
H (5.741, 4.845, 1.992)
C (-3.731, 4.126, 0.744)
H (0.543, -0.157, 0.534)
O (5.507, 3.489, -3.147)
H (0.201, 3.601, 0.481)
O (-1.322, 3.739, 2.981)
H (0.927, 6.336, -1.786)
H (-4.158, 4.558, 1.649)
C (-2.027, -4.132, -0.374)
H (0.710, -2.554, -0.854)
C (-0.509, 4.829, 3.258)
H (2.966, -2.587, -3.925)
C (-4.249, -1.469, 2.892)
O (1.639, -7.464, -1.529)
H (-5.452, -3.120, 3.699)
H (-0.816, 2.028, -3.589)
C (1.861, -4.555, 2.274)
H (-3.735, -3.212, 4.054)
H (-3.676, 0.345, -0.933)
H (4.474, 1.397, -1.968)
C (-2.089, -6.858, 2.180)
H (-5.296, 1.110, 1.371)
H (1.117, 0.525, -4.096)
H (0.611, 6.370, 2.198)
C (-5.455, -2.468, -1.351)
H (-2.216, -1.808, 2.078)
C (3.222, 4.289, -3.691)
H (0.477, -4.477, 1.092)
H (5.812, 4.105, -3.818)
C (0.408, 6.769, -2.641)
H (0.236, -7.345, -0.171)
H (3.383, 5.006, -2.885)
H (-0.053, -8.397, -2.283)
H (1.759, -1.095, 3.415)
H (2.274, -5.042, -0.410)
H (-0.943, -5.971, 0.808)
C (-2.796, -1.020, 2.558)
H (-1.434, 4.098, -4.427)
H (0.963, -7.446, -3.474)
H (6.090, 0.570, 1.921)
H (2.960, -2.736, 2.100)
O (2.306, -2.644, -4.620)
H (4.223, 2.450, -4.381)
H (6.690, -1.618, 1.667)
H (-1.484, 6.069, -0.964)
C (4.128, 5.747, 0.936)
O (-0.334, 4.633, -3.105)
H (-3.163, 3.164, -3.627)
H (1.523, 2.017, -0.014)
H (-4.322, -0.701, 4.718)
H (1.215, -4.460, 3.146)
H (-3.588, -6.857, 3.654)
C (4.393, -0.177, 0.847)
C (-4.458, -2.986, 3.271)
C (-0.043, 0.754, 0.653)
C (-5.200, 2.051, 0.830)
O (5.996, -1.442, 2.306)
H (2.819, 1.588, -2.611)
O (-4.002, -8.479, 2.247)
H (0.304, -0.843, -3.544)
C (-3.570, -7.146, 2.603)
O (-3.737, -0.569, -1.220)
H (-5.147, -0.788, 0.086)
C (-3.570, -9.507, 3.094)
C (3.180, -0.689, -5.553)
H (1.947, 1.448, 2.232)
H (1.051, -1.307, -5.769)
H (-4.655, -3.119, -0.997)
O (-1.921, 3.696, -5.149)
H (-2.133, 1.175, -3.047)
H (-2.676, 4.400, 0.748)
C (0.945, -8.081, -2.588)
H (-2.539, -9.850, 3.013)
O (0.031, 1.169, 1.999)
C (5.343, -0.217, 2.021)
H (2.253, -3.188, 0.542)
C (1.793, -5.821, 0.182)
H (-3.389, 2.322, -5.176)
O (3.179, 5.501, -0.183)
H (2.815, -4.982, 2.584)
H (4.551, 3.717, 1.294)
H (1.893, 4.389, 2.347)
O (-0.684, -3.774, -0.235)
H (-1.574, -7.818, 2.157)
H (4.016, -0.695, -4.854)
H (-2.635, 5.178, -1.864)
O (-5.509, -2.610, -2.760)
H (-6.412, -2.619, -3.085)
O (5.840, 4.557, -0.084)
H (-4.229, -10.321, 2.795)
H (-2.177, -4.640, -1.327)
O (1.042, -2.274, 1.942)
H (-1.529, -6.255, 2.896)
C (-3.790, 2.604, 0.845)
C (4.164, 3.062, -3.482)
H (-6.420, -2.683, -0.891)
H (2.368, 5.161, 0.202)
H (4.053, 0.811, 0.540)
H (0.179, 4.580, 4.066)
H (4.642, 6.704, 0.845)
H (-4.298, -6.471, 2.153)
C (1.895, -1.338, -5.080)
H (-2.161, -0.143, -4.748)
C (-2.500, -4.892, 0.872)
C (3.733, 2.110, -2.329)
H (3.457, 4.736, -4.656)
C (5.123, 4.628, 1.120)
C (0.488, 1.822, -0.292)
H (4.459, 3.192, 4.238)
H (-0.453, 1.995, 2.064)
O (-0.155, 3.077, -0.241)
H (3.738, 5.150, 4.269)
O (-1.567, 0.588, -4.933)
H (3.043, 0.359, -5.819)
H (-5.748, 2.846, 1.337)
H (5.206, 4.430, -0.793)
H (-1.075, 0.456, 0.467)
H (0.442, 1.400, -1.296)
O (4.929, -0.764, -0.300)
H (1.086, 6.917, -3.482)
H (-1.883, 3.593, 3.747)
H (-0.826, -1.931, -1.239)
H (-3.778, -9.481, 4.164)
H (-3.577, -5.057, 0.828)
C (-5.082, -0.982, -0.985)
H (2.662, 1.322, 4.467)
H (0.901, -2.507, 4.040)
C (-0.275, -2.870, -1.199)
C (0.228, 5.360, 2.052)
H (-1.146, 5.628, 3.635)
C (-1.937, 6.010, -1.953)
H (0.158, -6.016, -1.304)
C (1.303, -0.517, -3.835)
H (-5.714, 1.864, -0.113)
O (1.288, 4.549, 1.618)
H (-3.338, 2.318, 1.795)
O (-4.752, -0.616, 3.864)
H (3.576, -1.199, -6.431)
H (0.041, 4.421, -2.247)
H (-2.219, 2.416, -0.296)
O (2.978, 4.600, 4.067)
H (-2.499, 6.944, -1.981)
C (2.472, 2.250, 3.929)
H (2.569, -6.526, 0.480)
C (0.912, -1.761, 3.245)
C (3.402, 3.347, 4.454)
H (-1.273, 6.206, -4.022)
H (0.136, 7.804, -2.432)
C (-1.748, 1.611, -3.969)
C (0.847, -6.633, -0.726)
H (3.497, 2.705, -1.447)
H (-5.817, -0.318, -1.440)
N (-1.917, -6.234, 0.871)
H (1.404, 2.420, 4.064)
H (-2.304, -0.710, 3.480)
H (-4.158, 4.486, -0.192)
N (0.998, -5.296, 1.374)
H (4.836, 0.153, 2.912)
H (-4.321, -3.650, 2.418)
H (1.958, -0.495, -2.964)
H (3.585, 5.960, 1.857)
C (2.074, -3.147, 1.616)
H (0.022, -1.155, 3.411)
C (-2.652, 2.747, -4.495)
H (-0.385, 5.510, 1.163)



Record 2
DFT (ωB97M-V/def2-TZVPD) results for C41H122N18O24VZn as an isolated structure.

HOMO	-10.236	eV
net charge	+1
gap between HOMO and LUMO	8.284	eV

Geometry (Å):
C (1.456, 4.350, -1.599)
H (-0.223, 3.056, -2.793)
H (-1.276, -6.900, 4.911)
C (4.987, -5.302, -4.684)
H (-0.415, 5.353, -1.142)
H (-4.599, 0.541, 4.500)
O (-4.012, 3.262, -5.646)
H (0.772, 6.396, -3.253)
H (-4.355, 2.812, -2.410)
H (0.486, -0.187, -5.520)
H (-5.384, 0.310, 1.601)
N (-4.300, -4.355, -4.745)
H (0.439, 4.957, -4.103)
H (-5.438, 2.091, 2.682)
H (-2.522, 3.782, 0.915)
H (1.412, 0.207, 8.650)
C (-4.664, 1.607, 4.719)
H (7.057, -0.516, 1.557)
C (0.014, 4.777, -1.962)
C (2.879, 1.088, -3.393)
H (-5.481, 1.754, 5.425)
N (-4.728, -0.222, 1.046)
H (2.976, -5.539, -3.013)
H (-6.931, -0.582, 1.087)
H (0.171, -0.041, 5.791)
N (-0.052, -3.239, -4.365)
H (2.016, -0.250, 2.893)
H (-0.839, -3.199, -4.997)
H (-2.164, -4.493, 5.974)
H (-1.194, 0.753, -1.428)
C (-2.548, 2.733, -7.457)
O (1.154, -2.506, 3.403)
O (3.705, 3.674, 3.403)
H (1.447, 2.492, -4.670)
H (-5.674, -5.615, -3.550)
H (-0.829, 3.743, 2.453)
O (-1.342, -2.605, -2.608)
C (1.509, 0.080, -5.256)
N (7.525, 0.051, 3.730)
H (0.227, -2.221, 7.912)
C (-2.060, 4.552, -5.705)
H (1.853, 0.729, -6.061)
C (3.156, 2.197, 5.249)
H (1.681, 1.217, 7.249)
V (-0.193, -1.814, 1.623)
C (4.111, -2.942, -4.405)
H (2.059, 4.435, -2.503)
H (5.520, 2.765, -0.853)
H (3.682, -2.208, -3.723)
H (2.801, 3.687, 3.083)
C (-2.705, -4.869, -0.227)
H (8.100, 1.718, 0.412)
O (-1.445, -2.162, 2.490)
H (-5.686, 1.941, -1.053)
O (-4.650, -1.491, -0.754)
H (3.345, 3.010, 5.949)
N (-5.257, -4.977, -2.888)
H (-0.864, -5.529, -0.744)
H (-4.987, 0.208, -4.598)
H (1.091, 2.348, 1.982)
N (-6.296, 1.484, -1.715)
C (-0.468, -5.300, 2.870)
O (0.203, -2.954, 0.672)
O (3.853, -1.142, 0.670)
H (7.789, 0.098, 4.704)
H (-1.756, 3.650, -0.704)
H (5.362, -0.964, 1.795)
H (1.290, 0.225, -0.742)
O (-8.041, 1.825, -3.123)
C (0.578, 0.638, -0.027)
H (2.154, -0.798, -5.221)
O (-0.786, 3.673, -2.320)
C (5.279, 2.247, 0.076)
O (-4.615, 3.125, 0.021)
H (-4.014, 1.512, -5.199)
H (0.695, 1.721, -0.044)
H (-7.136, -1.378, -0.459)
H (2.993, -3.456, 4.946)
N (6.287, -0.777, 2.155)
H (-0.768, -0.217, 8.525)
H (-0.558, 1.282, 2.962)
H (-4.767, -5.115, -5.220)
H (-2.532, 5.155, -4.929)
H (3.678, -4.076, -0.980)
N (-2.065, 1.124, -4.251)
H (4.197, 2.302, 0.196)
H (-0.922, -2.034, 6.491)
O (1.001, 0.137, 1.238)
O (0.844, 1.969, -4.137)
H (-2.890, -5.319, 4.651)
C (-3.167, 3.874, -6.567)
H (3.013, -3.641, 0.598)
C (0.070, -1.847, 6.901)
C (-3.674, 3.405, -0.616)
H (5.248, -6.236, -4.187)
H (1.614, -3.665, -2.760)
H (-1.454, 1.125, 0.101)
C (4.010, 2.457, 4.000)
H (3.756, -1.863, 4.797)
H (8.215, 3.196, 1.458)
N (-6.784, 3.441, -2.610)
H (-5.368, 3.978, 3.738)
C (6.375, -0.467, 3.391)
H (-2.389, -3.673, 4.532)
H (2.121, 2.131, 4.914)
C (-0.686, -5.163, 4.367)
H (5.395, 1.182, -0.124)
H (-2.768, 3.489, -2.411)
H (3.565, -3.053, -5.342)
O (-4.001, -3.217, -2.853)
H (-1.424, 3.770, -5.291)
O (-1.709, -0.823, -0.199)
O (-0.493, -6.371, 5.084)
H (3.566, -0.680, 3.718)
H (-0.910, 5.893, -3.613)
H (0.181, 1.512, 4.314)
H (-6.169, 3.918, -1.966)
C (-7.086, 2.216, -2.469)
C (3.750, -2.023, -0.503)
N (0.788, -3.236, -2.368)
C (-4.604, 2.306, 3.350)
C (-0.082, 3.410, 3.174)
H (8.232, 0.101, 3.010)
H (5.885, -4.846, -5.102)
H (-3.905, 1.944, 5.424)
O (2.968, -4.755, -3.568)
H (-5.503, -4.946, -1.909)
O (1.164, 3.139, 2.520)
H (4.579, -1.754, -1.158)
C (-0.580, 2.043, 3.742)
H (7.829, 3.426, -0.189)
H (-3.219, 2.198, -8.129)
C (3.780, -3.394, -0.136)
H (-0.902, 4.659, 4.842)
C (-2.067, -4.648, 4.899)
H (0.094, -4.517, 4.771)
H (-3.669, -3.746, -5.246)
H (0.586, -5.215, 2.608)
H (-3.690, 2.062, 2.807)
H (0.340, 5.405, 3.760)
N (-6.535, -1.038, 0.277)
N (2.575, -0.778, 3.548)
C (1.430, 0.203, 7.560)
H (-1.709, 3.203, -7.971)
H (-4.730, -5.205, -0.041)
H (-1.175, 1.035, -3.781)
H (1.839, 4.967, -0.786)
H (3.212, 1.932, -3.998)
H (-2.241, 1.892, -4.882)
H (-6.466, 0.489, -1.678)
C (2.158, -1.943, 3.819)
C (6.231, 2.686, 1.141)
H (3.575, 0.255, -3.485)
H (5.077, 2.398, 4.212)
C (-5.256, -0.919, 0.156)
H (0.840, -3.647, -4.606)
H (2.833, 1.309, -2.327)
H (-1.892, -6.674, 0.114)
H (-3.726, -0.100, 1.084)
C (0.071, 5.561, -3.274)
H (-3.720, 4.496, -7.271)
N (-1.745, -5.771, -0.314)
H (6.259, 2.121, 2.073)
N (-4.113, 0.715, -4.587)
H (2.278, -0.416, 7.266)
H (0.962, 0.027, -3.232)
H (5.114, -2.561, -4.598)
H (3.825, 1.708, 3.230)
C (7.706, 2.711, 0.625)
H (3.024, -0.699, 0.866)
H (4.723, -3.625, 0.359)
H (2.771, -1.865, -0.954)
O (5.495, -0.825, 4.218)
H (5.140, 3.937, 2.081)
C (-0.920, 0.352, -0.451)
H (0.814, 4.386, 5.010)
H (-7.412, 3.997, -3.174)
O (-0.927, 0.084, 7.628)
C (4.307, -4.288, -3.776)
H (-1.348, 5.159, -6.264)
O (-2.637, -3.710, -0.450)
H (4.832, -4.221, -2.823)
O (-3.095, -0.510, -3.057)
O (-4.475, 3.670, 3.567)
H (-3.663, -6.523, 0.251)
N (-3.782, -5.545, 0.029)
C (0.180, -0.328, 6.843)
H (-0.972, -4.461, 2.389)
O (5.862, 3.991, 1.450)
C (0.016, 4.502, 4.277)
H (0.721, -3.108, -1.368)
C (1.500, 0.725, -3.873)
C (-0.248, -2.967, -3.092)
H (-4.815, 3.782, -5.574)
H (3.422, 1.252, 5.723)
Zn (-2.854, -1.883, -1.573)
H (-1.578, 1.922, 4.164)
H (0.822, -2.206, 6.198)
N (3.005, -2.508, 4.598)
N (-2.549, 3.786, -0.095)
H (-0.892, -6.190, 2.405)
N (-3.615, 3.276, -1.903)
H (-2.104, 1.974, -6.813)
C (-3.057, 0.390, -3.865)
H (1.556, 3.325, -1.241)
H (4.320, -5.633, -5.480)
C (-4.471, -4.120, -3.485)



Record 3
DFT (ωB97M-V/def2-TZVPD) results for C41H26F15GeN15OS2TeV as an isolated structure.

energy above the lowest of the compared OMol25 structures with the same formula, charge and spin	0.0	kcal/mol
HOMO (alpha / beta)	-5.261 / -5.339	eV
expectation value of S²	2.088
net charge	-1
spin multiplicity	3
gap between HOMO and LUMO (alpha / beta)	6.447 / 6.536	eV

Geometry (Å):
N (-4.547, -13.168, 21.631)
C (-5.935, -8.215, 14.559)
C (-9.142, -12.816, 17.616)
H (-7.771, -19.927, 19.766)
C (-12.150, -10.627, 16.887)
V (-7.793, -11.822, 19.238)
N (-6.562, -18.288, 15.735)
N (-9.519, -9.191, 22.148)
N (-6.612, -14.300, 21.581)
N (-8.657, -13.452, 20.575)
H (-1.639, -13.104, 14.746)
S (-7.181, -10.416, 17.754)
C (-4.502, -5.925, 14.393)
C (-7.346, -9.845, 21.657)
F (-5.561, -8.719, 12.274)
C (-2.349, -12.695, 15.514)
C (-7.131, -19.093, 17.852)
C (-8.952, -18.542, 16.305)
C (-14.405, -11.212, 16.156)
C (-10.529, -12.359, 17.478)
H (-4.665, -14.575, 12.501)
F (-10.307, -4.944, 17.058)
C (-3.828, -7.447, 19.074)
F (-4.598, -6.339, 19.275)
Te (-4.182, -12.568, 14.349)
F (-1.291, -10.563, 18.098)
H (-8.176, -9.651, 23.634)
H (-10.202, -19.847, 19.207)
H (-9.325, -18.176, 15.360)
H (-10.112, -10.225, 17.537)
C (-9.476, -10.133, 21.145)
S (-5.434, -19.040, 17.963)
C (-1.693, -8.582, 19.421)
H (-13.666, -13.625, 16.991)
H (-11.389, -8.143, 22.164)
C (-5.058, -6.333, 15.554)
C (-4.646, -6.727, 13.258)
C (-5.415, -18.518, 16.296)
C (-12.874, -12.916, 17.073)
F (-0.511, -8.615, 20.069)
H (-10.555, -11.380, 19.982)
N (-8.767, -15.196, 21.965)
C (-5.811, -7.491, 15.732)
C (-8.186, -9.084, 22.678)
C (-8.632, -6.625, 17.433)
C (-7.618, -18.540, 16.622)
H (-9.070, -13.812, 18.005)
C (-9.850, -19.050, 17.294)
C (-7.717, -7.261, 18.296)
N (-10.608, -10.515, 20.540)
H (-3.457, -15.087, 13.789)
F (-3.901, -6.437, 12.183)
H (-10.896, -19.098, 17.007)
F (-8.828, -7.256, 16.202)
H (-11.289, -9.581, 23.119)
H (-11.384, -14.335, 17.784)
C (-10.852, -10.986, 17.249)
C (-5.378, -7.889, 13.317)
H (-8.413, -12.574, 16.798)
C (-3.351, -9.370, 17.875)
N (-10.013, -14.862, 21.553)
H (-10.465, -8.038, 23.728)
C (-9.603, -5.726, 17.919)
H (-2.375, -13.414, 16.367)
H (-4.213, -18.214, 14.698)
O (-6.140, -9.940, 21.638)
N (-4.796, -12.030, 19.739)
F (-9.031, -5.900, 21.508)
N (-9.975, -13.855, 20.746)
C (-4.422, -14.588, 13.576)
C (-8.929, -6.156, 20.170)
H (-2.042, -11.673, 15.841)
H (-12.288, -9.578, 16.529)
Ge (-6.197, -8.330, 17.541)
H (-6.324, -14.799, 22.419)
C (-13.178, -11.615, 16.760)
H (-11.425, -10.502, 21.138)
C (-8.072, -19.541, 18.819)
F (-3.838, -4.769, 14.323)
N (-8.255, -10.588, 20.828)
F (-4.812, -5.555, 16.656)
F (-2.186, -6.473, 20.478)
F (-3.696, -10.191, 16.850)
N (-3.926, -12.420, 20.717)
F (-6.945, -7.333, 20.537)
C (-7.974, -14.289, 21.387)
F (-10.854, -4.812, 19.674)
N (-5.982, -12.599, 19.975)
H (-3.397, -18.741, 16.139)
C (-9.760, -5.501, 19.288)
H (-5.275, -15.066, 14.008)
C (-11.607, -13.294, 17.463)
C (-4.291, -8.363, 18.143)
H (-7.805, -8.060, 22.841)
C (-2.589, -7.544, 19.707)
C (-2.087, -9.554, 18.497)
C (-5.791, -13.357, 21.088)
N (-4.211, -18.325, 15.716)
C (-7.890, -6.933, 19.634)
C (-10.728, -8.698, 22.835)
N (-15.257, -10.781, 15.488)
C (-9.436, -19.528, 18.489)
F (-6.541, -9.410, 14.605)



Number 1: strongest force on any atom 4.0 eV/A. Number 2: strongest force on any atom 6.8 eV/A. Number 3: strongest force on any atom 4.5 eV/A.